(1)
Computed, not measured: 3 unconnected molecules or ions with the total composition C33H71Br2N2P in a non-equilibrium geometry, with ωB97M-V with the def2-TZVPD basis set.

Properties
- E_HOMO: -8.1387 eV
- Charge: 0
- Gap between HOMO and LUMO: 8.1 eV

Last column: Löwdin charge in e.
Positions of all 109 atoms, in Å:
C: 3.1983 0.6594 2.7563  -0.14
C: 3.0083 -0.9781 2.9852  -0.25
C: 4.3941 -1.7082 3.4790  -0.23
C: 5.6464 -1.5834 2.4282  -0.21
C: 5.5005 -2.4775 1.0622  -0.22
C: 4.5353 -3.8004 1.1990  -0.22
C: 4.3283 -4.4032 -0.3109  -0.23
C: 2.9079 -4.0184 -1.0301  -0.21
C: 2.4456 -2.4543 -0.8790  -0.20
C: 0.8355 -2.3556 -0.4400  -0.22
C: -0.1244 -1.7913 -1.6585  -0.21
C: 0.3303 -0.2646 -2.0966  -0.22
C: -0.8892 0.8371 -2.0631  -0.20
C: -1.0165 1.5603 -0.5691  -0.21
C: -2.5663 1.5902 -0.0072  -0.20
C: -2.7852 0.2650 0.9811  -0.23
C: -4.2469 -0.4082 0.5757  -0.28
C: -4.9559 -1.2033 1.8602  -0.45
P: -3.7596 -2.4764 2.6382  0.81
C: -4.1502 -4.2696 1.9820  -0.84
Br: -5.0467 -4.5056 0.1879  0.53
C: -3.7381 -5.4237 2.8796  -0.67
C: -3.9966 -7.0059 2.4033  -0.16
Br: -2.8601 -5.0548 4.6858  0.52
H: 3.8709 0.8643 1.8154  0.05
H: 2.1556 1.1910 2.6881  0.07
H: 3.7503 1.0882 3.7106  0.09
H: 2.5568 -1.5082 2.0376  0.07
H: 2.2300 -1.0942 3.8707  0.11
H: 4.7333 -1.1355 4.4696  0.12
H: 4.2015 -2.8198 3.7907  0.10
H: 5.6700 -0.4427 2.0762  0.09
H: 6.6818 -1.7420 2.9935  0.12
H: 6.5929 -2.8926 0.8196  0.12
H: 5.1971 -1.8043 0.1440  0.11
H: 3.4486 -3.5615 1.6165  0.11
H: 5.0855 -4.6298 1.8493  0.12
H: 5.2411 -4.1554 -1.0366  0.12
H: 4.3418 -5.5899 -0.2006  0.11
H: 2.0034 -4.7372 -0.7358  0.11
H: 3.0665 -4.2059 -2.1984  0.11
H: 3.0268 -1.8330 -0.0763  0.07
H: 2.5991 -1.8779 -1.9116  0.12
H: 0.4319 -3.3750 0.0122  0.11
H: 0.7557 -1.5502 0.4368  0.09
H: -0.0179 -2.5428 -2.5606  0.11
H: -1.2566 -1.8455 -1.2872  0.11
H: 0.7268 -0.3564 -3.2174  0.11
H: 1.2489 0.1080 -1.4387  0.12
H: -1.9179 0.4168 -2.4598  0.11
H: -0.5850 1.7049 -2.8170  0.11
H: -0.6832 2.6949 -0.6772  0.11
H: -0.3193 1.0387 0.2183  0.10
H: -2.7971 2.5471 0.6422  0.12
H: -3.2846 1.4574 -0.9253  0.09
H: -1.8911 -0.4660 0.7913  0.08
H: -2.8708 0.5611 2.1222  0.12
H: -4.1632 -1.1736 -0.3322  0.10
H: -4.9482 0.5066 0.3024  0.10
H: -6.0121 -1.6595 1.5586  0.09
H: -5.1816 -0.3430 2.6544  0.09
H: -2.3972 -2.2260 2.1805  -0.05
H: -4.0120 -7.0453 1.2076  0.06
H: -3.0373 -7.6446 2.6864  0.08
H: -4.9927 -7.4428 2.8482  0.09
C: -8.9618 0.2614 -1.8448  -0.09
C: -8.7109 0.5754 -3.3173  -0.27
N: -7.6911 1.6022 -3.5488  -0.19
C: -7.6470 2.0681 -4.9396  -0.25
C: -7.2346 1.0627 -6.0099  -0.09
C: -6.3825 1.3680 -2.9330  -0.25
C: -5.6406 0.0923 -3.3156  -0.08
H: -9.2454 1.1615 -1.2900  0.08
H: -9.7808 -0.4609 -1.7548  0.07
H: -8.0848 -0.1846 -1.3654  0.06
H: -9.6628 0.9245 -3.7323  0.12
H: -8.4682 -0.3589 -3.8370  0.10
H: -6.9901 2.9445 -5.0080  0.11
H: -8.6435 2.4477 -5.2002  0.11
H: -6.1565 0.8834 -6.0029  0.06
H: -7.4818 1.4582 -7.0001  0.07
H: -7.7499 0.1033 -5.9059  0.07
H: -6.5099 1.3740 -1.8437  0.09
H: -5.7286 2.2279 -3.1264  0.12
H: -6.2946 -0.7829 -3.3518  0.07
H: -4.8611 -0.1159 -2.5743  0.05
H: -5.1394 0.1934 -4.2803  0.06
C: 3.7119 4.6289 1.6217  -0.09
C: 5.0839 5.2857 1.7474  -0.27
N: 6.1387 4.3894 2.2293  -0.19
C: 7.3764 5.0934 2.5837  -0.25
C: 8.1381 5.7934 1.4628  -0.10
C: 6.3276 3.1460 1.4777  -0.25
C: 6.6625 3.2616 -0.0050  -0.09
H: 3.3899 4.1971 2.5747  0.08
H: 2.9692 5.3774 1.3238  0.07
H: 3.7014 3.8436 0.8593  0.06
H: 4.9738 6.1134 2.4567  0.12
H: 5.3458 5.7348 0.7822  0.10
H: 8.0570 4.3979 3.0909  0.11
H: 7.1311 5.8455 3.3448  0.11
H: 8.6847 5.0817 0.8389  0.06
H: 8.8819 6.4719 1.8921  0.07
H: 7.4850 6.3921 0.8212  0.07
H: 5.4157 2.5445 1.5749  0.07
H: 7.0982 2.5369 1.9671  0.12
H: 6.0648 4.0210 -0.5160  0.07
H: 6.4653 2.3053 -0.5020  0.07
H: 7.7195 3.4861 -0.1615  0.06

---

(2)
Computed, not measured: a molecular structure, C33H71BrI2N10O12Si2 in a non-equilibrium geometry, with ωB97M-V with the def2-TZVPD basis set.

Properties
- E_HOMO: -8.9746 eV
- Charge: 0
- Gap between HOMO and LUMO: 9.2 eV

Last column: Löwdin charge in e.
Positions of all 131 atoms, in Å:
C: 5.1717 -4.8669 3.3601  -0.14
C: 4.3455 -5.3515 2.1794  -0.36
C: 2.8443 -5.4451 2.4372  -0.74
Br: 2.4190 -6.5604 3.9814  0.69
Si: 1.9328 -3.8033 2.6716  0.45
O: 2.0349 -2.8145 1.3039  -0.26
Si: 2.8301 -1.4040 1.3437  0.02
I: 5.2505 -1.6594 1.1497  0.70
C: 2.3091 -0.2378 2.7176  -0.25
C: 3.0900 -0.3140 3.9990  -0.89
O: 4.2722 -0.3343 4.1026  -0.05
I: 1.9173 -0.3070 5.8414  0.80
O: 2.3846 -0.5935 -0.1230  -0.08
C: 1.4349 -1.1604 -0.7770  -0.41
N: 0.4841 -1.6172 -1.2628  0.19
N: 0.2416 -4.2304 2.8130  -0.15
C: -0.4225 -4.2320 1.4784  -0.07
C: -0.4365 -3.4168 3.7350  -0.54
C: -1.5558 -4.0676 4.4990  0.02
O: -0.1824 -2.2450 3.9046  0.00
H: 6.2116 -4.8559 3.0583  0.06
H: 5.0347 -5.5191 4.2109  0.04
H: 4.8819 -3.8600 3.6405  0.04
H: 4.4910 -4.7704 1.2742  0.07
H: 4.6913 -6.3551 1.9469  0.10
H: 2.3795 -5.9108 1.5755  0.06
H: 2.4075 -3.1663 3.9108  0.05
H: 1.2447 -0.3620 2.8866  0.06
H: 2.4375 0.7740 2.3383  0.11
H: -1.2448 -4.9350 1.5038  0.09
H: -0.7701 -3.2513 1.1710  0.09
H: 0.2668 -4.6092 0.7382  0.03
H: -1.4002 -3.9449 5.5624  0.09
H: -1.5750 -5.1288 4.2890  0.08
H: -2.5067 -3.6575 4.1792  0.07
C: -0.3531 3.2181 -4.9470  0.00
C: 0.8118 2.2926 -5.1882  -0.54
O: 1.5537 2.3986 -6.1558  0.02
N: 1.0135 1.3058 -4.2734  0.01
C: 0.2342 1.0292 -3.0791  -0.08
H: -0.3957 3.9503 -5.7488  0.05
H: -1.2849 2.6536 -4.9356  0.07
H: -0.2346 3.7436 -3.9995  0.09
H: 1.8033 0.7163 -4.4799  0.13
H: 0.8804 1.0985 -2.2026  0.07
H: -0.1657 0.0183 -3.1377  0.06
H: -0.5818 1.7368 -2.9750  0.07
C: -4.5543 -0.0492 2.9830  -0.01
C: -4.8218 -1.5288 3.0910  -0.56
O: -4.3258 -2.3343 2.3190  0.02
N: -5.6424 -1.9375 4.0931  0.01
C: -6.3099 -1.1221 5.0958  -0.07
H: -3.8869 0.1273 2.1450  0.08
H: -5.4838 0.4949 2.8114  0.09
H: -4.0789 0.3189 3.8932  0.08
H: -5.7837 -2.9343 4.1145  0.14
H: -5.9915 -1.4344 6.0915  0.08
H: -7.3896 -1.2588 5.0183  0.08
H: -6.0790 -0.0697 4.9683  0.07
C: 10.2417 -4.8777 1.1261  -0.01
C: 9.2130 -5.7845 1.7593  -0.55
O: 8.0906 -5.9116 1.2993  0.03
N: 9.5812 -6.4656 2.8766  0.01
C: 10.8591 -6.4427 3.5646  -0.08
H: 9.7998 -4.4096 0.2525  0.08
H: 10.5471 -4.0977 1.8244  0.08
H: 11.1158 -5.4491 0.8122  0.08
H: 8.8497 -7.0505 3.2475  0.14
H: 11.2821 -7.4484 3.5868  0.08
H: 10.7165 -6.1042 4.5921  0.08
H: 11.5584 -5.7785 3.0699  0.07
C: 0.3573 3.9329 -9.0674  0.00
C: -0.1621 5.2738 -8.6079  -0.54
O: -0.4603 5.4850 -7.4447  0.03
N: -0.2872 6.2574 -9.5409  0.00
C: 0.0172 6.1941 -10.9577  -0.08
H: 0.4065 3.2663 -8.2110  0.06
H: -0.3084 3.5012 -9.8171  0.08
H: 1.3601 4.0336 -9.4834  0.09
H: -0.6368 7.1238 -9.1653  0.14
H: 0.7770 6.9380 -11.2043  0.08
H: -0.8818 6.4123 -11.5373  0.08
H: 0.3841 5.2124 -11.2345  0.07
C: -4.6111 4.3618 3.7339  -0.01
C: -4.4898 3.4936 4.9606  -0.55
O: -5.4633 3.0044 5.5130  0.02
N: -3.2403 3.2603 5.4450  0.01
C: -1.9751 3.7464 4.9304  -0.07
H: -5.6605 4.4537 3.4733  0.09
H: -4.2122 5.3581 3.9332  0.05
H: -4.0809 3.9086 2.8936  0.08
H: -3.2296 2.6751 6.2645  0.14
H: -1.3357 2.9015 4.6668  0.08
H: -1.4702 4.3386 5.6958  0.08
H: -2.1257 4.3620 4.0504  0.06
C: -3.8546 9.6557 3.6546  -0.01
C: -3.3287 8.2738 3.9577  -0.55
O: -3.8545 7.5493 4.7878  0.03
N: -2.2352 7.8546 3.2667  0.01
C: -1.4841 8.5692 2.2494  -0.07
H: -4.7210 9.8414 4.2807  0.08
H: -3.0978 10.4102 3.8717  0.08
H: -4.1555 9.7305 2.6092  0.09
H: -1.9342 6.9271 3.5172  0.13
H: -1.4987 8.0031 1.3170  0.08
H: -0.4474 8.6818 2.5707  0.08
H: -1.9052 9.5516 2.0704  0.07
C: -4.7857 3.2115 -5.5879  -0.01
C: -4.1975 2.8742 -4.2386  -0.56
O: -3.3967 3.6067 -3.6829  0.02
N: -4.5913 1.7100 -3.6546  0.01
C: -5.5243 0.7196 -4.1607  -0.08
H: -4.3740 4.1602 -5.9169  0.08
H: -4.5279 2.4457 -6.3206  0.08
H: -5.8704 3.3032 -5.5215  0.08
H: -4.1618 1.5458 -2.7585  0.14
H: -6.3549 0.6069 -3.4621  0.08
H: -5.0206 -0.2436 -4.2574  0.08
H: -5.9161 1.0102 -5.1288  0.07
C: 0.6486 -7.0446 -2.5417  -0.01
C: 0.2023 -5.6779 -2.0823  -0.52
O: -0.0824 -5.4412 -0.9147  0.01
N: 0.1240 -4.6922 -3.0055  0.02
C: 0.4139 -4.7640 -4.4253  -0.07
H: 0.6587 -7.7128 -1.6865  0.08
H: -0.0408 -7.4418 -3.2873  0.08
H: 1.6539 -6.9985 -2.9617  0.08
H: -0.1736 -3.8061 -2.6212  0.11
H: 1.2108 -4.0604 -4.6713  0.08
H: -0.4762 -4.4922 -4.9947  0.08
H: 0.7243 -5.7621 -4.7130  0.07

---

(3)
Computed, not measured: 10 unconnected molecules or ions with the total composition C33H71N11O13S in a non-equilibrium geometry, with ωB97M-V with the def2-TZVPD basis set.

Properties
- E_HOMO: -8.7041 eV
- Charge: 0
- Gap between HOMO and LUMO: 6.8 eV

Last column: Löwdin charge in e.
Positions of all 129 atoms, in Å:
C: 7.2770 -3.4865 2.4696  -0.10
N: 7.1205 -3.0741 1.0496  -0.17
C: 7.2467 -4.2186 0.0945  -0.05
C: 5.9300 -2.2741 0.8158  -0.32
O: 5.8601 -1.6361 -0.2709  0.04
C: 4.7041 -2.0940 1.8189  -0.07
O: 3.4132 -2.0318 1.1208  0.01
C: 2.9990 -3.3240 0.6999  -0.35
O: 1.8102 -3.4701 0.2283  0.05
O: 3.7848 -4.5196 0.7698  -0.06
N: 3.0098 -5.3902 1.5539  0.04
C: 3.8705 -5.9940 2.3227  -0.56
S: 4.7997 -6.6299 3.5396  0.73
H: 8.3614 -3.8128 2.6611  0.11
H: 6.5789 -4.3643 2.6846  0.05
H: 7.0347 -2.6403 3.1941  0.10
H: 6.5931 -5.0748 0.5039  0.09
H: 6.8920 -3.8832 -0.9379  0.08
H: 8.3329 -4.5838 0.0808  0.11
H: 4.8221 -1.0475 2.2835  0.16
H: 4.6938 -2.8155 2.7005  0.13
C: 8.8979 -1.2835 -4.5311  -0.07
N: 8.0279 -2.1809 -3.7938  -0.19
C: 7.1041 -1.6243 -2.8231  -0.05
C: 8.0496 -3.5261 -3.9822  -0.35
O: 7.3460 -4.3317 -3.3947  -0.01
H: 9.5260 -0.7366 -3.8243  0.09
H: 8.2871 -0.5813 -5.0943  0.06
H: 9.5355 -1.8378 -5.2220  0.09
H: 7.3174 -2.0484 -1.8439  0.05
H: 6.0831 -1.8922 -3.1061  0.10
H: 7.2004 -0.5390 -2.7814  0.09
H: 8.7848 -3.8441 -4.7392  0.13
C: 0.8623 -2.2836 2.9015  -0.05
N: 0.3437 -2.4430 4.2453  -0.19
C: 0.0318 -1.2589 5.0238  -0.05
C: 0.1402 -3.6696 4.7996  -0.35
O: -0.2911 -3.8724 5.9192  0.01
H: 1.7950 -1.7174 2.9442  0.08
H: 0.1259 -1.7325 2.3114  0.10
H: 1.0531 -3.2454 2.4269  0.06
H: 0.6297 -1.2635 5.9379  0.10
H: -1.0259 -1.2798 5.2964  0.08
H: 0.2448 -0.3566 4.4512  0.09
H: 0.4092 -4.4986 4.1240  0.13
C: -0.4978 -4.1850 -1.5953  -0.07
N: -1.4223 -3.9890 -2.6952  -0.20
C: -2.5670 -4.8708 -2.8169  -0.05
C: -1.2493 -3.0035 -3.6163  -0.33
O: -1.9872 -2.7862 -4.5612  0.00
H: -0.0743 -5.1901 -1.6614  0.09
H: -1.0391 -4.0771 -0.6522  0.09
H: 0.3099 -3.4545 -1.6288  0.06
H: -2.5241 -5.3837 -3.7808  0.09
H: -3.4835 -4.2769 -2.7770  0.09
H: -2.5709 -5.6050 -2.0110  0.09
H: -0.3511 -2.3928 -3.4314  0.13
C: -2.3523 0.5544 9.3469  -0.06
N: -1.3744 1.2540 8.5398  -0.19
C: -0.5515 2.2739 9.1616  -0.04
C: -1.2045 0.9838 7.2183  -0.36
O: -0.4021 1.5330 6.4823  0.00
H: -3.0608 1.2792 9.7554  0.09
H: -1.8392 0.0432 10.1654  0.09
H: -2.8959 -0.1806 8.7514  0.08
H: -0.7158 3.2246 8.6520  0.06
H: 0.5008 1.9967 9.0581  0.09
H: -0.8021 2.3763 10.2175  0.09
H: -1.8798 0.1947 6.8494  0.12
C: -4.8362 -1.9946 -5.6288  -0.06
N: -5.7827 -2.2913 -6.6868  -0.20
C: -6.7398 -1.2751 -7.0795  -0.04
C: -5.8006 -3.4938 -7.3227  -0.34
O: -6.5676 -3.8053 -8.2166  -0.01
H: -5.3874 -1.7569 -4.7150  0.09
H: -4.2301 -1.1351 -5.9246  0.09
H: -4.1809 -2.8446 -5.4399  0.06
H: -7.7524 -1.6605 -6.9355  0.08
H: -6.6017 -1.0418 -8.1382  0.09
H: -6.6034 -0.3719 -6.4845  0.09
H: -5.0343 -4.1913 -6.9484  0.13
C: -3.5193 6.3243 5.7310  -0.07
N: -2.9708 5.3691 6.6731  -0.19
C: -2.1616 4.2741 6.1730  -0.04
C: -3.1912 5.4676 8.0113  -0.34
O: -2.7604 4.7013 8.8555  0.00
H: -4.1644 5.7957 5.0237  0.09
H: -2.6985 6.8027 5.1917  0.07
H: -4.1033 7.0890 6.2449  0.07
H: -2.6255 3.3273 6.4583  0.09
H: -1.1689 4.3274 6.6246  0.09
H: -2.0737 4.3272 5.0878  0.10
H: -3.8175 6.3332 8.2825  0.13
C: -3.0607 11.8034 3.8090  -0.06
N: -2.8187 10.4458 4.2536  -0.20
C: -3.8214 9.7828 5.0648  -0.05
C: -1.6788 9.7727 3.9333  -0.34
O: -1.4162 8.6351 4.2740  0.01
H: -3.1876 12.4476 4.6826  0.09
H: -3.9711 11.8240 3.2046  0.09
H: -2.2266 12.1725 3.2111  0.08
H: -3.3763 9.4988 6.0215  0.09
H: -4.1558 8.8784 4.5512  0.09
H: -4.6719 10.4429 5.2370  0.09
H: -0.9858 10.3662 3.3156  0.13
C: 7.3538 4.5199 -5.9073  -0.06
N: 7.5982 3.1625 -5.4638  -0.20
C: 6.6080 2.5060 -4.6310  -0.04
C: 8.7276 2.4837 -5.8042  -0.32
O: 8.9913 1.3447 -5.4648  -0.01
H: 7.2469 5.1669 -5.0331  0.09
H: 6.4319 4.5431 -6.4938  0.09
H: 8.1779 4.8836 -6.5224  0.08
H: 7.0689 2.2220 -3.6819  0.09
H: 6.2582 1.6016 -5.1346  0.09
H: 5.7644 3.1708 -4.4443  0.09
H: 9.4114 3.0722 -6.4370  0.13
C: -9.7525 -4.1208 -8.0001  -0.07
N: -10.9497 -3.4052 -7.6014  -0.20
C: -11.7839 -2.8070 -8.6252  -0.05
C: -11.3148 -3.2778 -6.2963  -0.35
O: -12.3037 -2.6919 -5.8967  0.00
H: -9.0926 -3.4379 -8.5384  0.07
H: -10.0349 -4.9494 -8.6548  0.09
H: -9.2251 -4.5156 -7.1312  0.08
H: -11.8509 -1.7305 -8.4498  0.09
H: -12.7878 -3.2341 -8.5651  0.09
H: -11.3655 -2.9919 -9.6148  0.09
H: -10.6129 -3.7683 -5.6021  0.13